(1)
{
  "formula": "C4H7NOS",
  "method": "the ωB97M-V functional and the def2-TZVPD basis",
  "species": ["C", "C", "C", "C", "N", "O", "S", "H", "H", "H", "H", "H", "H", "H"],
  "coordinates": [[-1.3806, 2.0362, -0.1278], [-0.0559, 1.6345, -0.5189], [-0.5046, -0.5420, 0.3320], [0.4658, -1.5763, -0.2914], [-2.3606, 1.2544, 0.1595], [-3.1656, -1.1208, 0.6288], [-2.2811, -0.4521, -0.2998], [-1.4829, 3.1738, 0.0039], [0.2145, 1.6872, -1.6078], [0.7731, 1.9526, 0.1044], [-0.5114, -0.2857, 1.4459], [1.1270, -1.1779, -1.1357], [-0.1515, -2.4291, -0.6801], [1.1203, -2.0190, 0.5013]],
  "total_charge": 0,
  "de_lowest_kcal_mol": 113.6
}

(2)
{
  "formula": "C4H7NOS",
  "method": "the ωB97M-V functional and the def2-TZVPD basis",
  "species": ["C", "C", "C", "C", "H", "H", "H", "H", "H", "H", "H", "N", "O", "S"],
  "coordinates": [[2.2167, 0.4640, 0.5056], [0.8471, 0.4864, -0.3552], [-1.1180, -0.6093, 0.0732], [-0.4237, 0.7992, 0.2342], [2.7269, 1.6309, 0.4931], [2.0651, 0.0238, 1.4663], [3.1092, -0.0312, -0.0222], [1.2255, 0.9908, -1.2550], [-0.3065, 0.8093, 1.2543], [-0.9355, 1.9801, -1.4215], [-2.2826, 1.8056, 0.1003], [-1.2456, 1.8917, -0.1468], [-2.2246, -1.1188, 0.2903], [0.7364, -1.1464, -0.2910]],
  "total_charge": 0,
  "de_lowest_kcal_mol": 105.9
}

(3)
{
  "formula": "C4H7NRb",
  "method": "the ωB97M-V functional and the def2-TZVPD basis",
  "species": ["Rb", "C", "C", "C", "C", "N", "H", "H", "H", "H", "H", "H", "H"],
  "coordinates": [[2.7032, 1.4799, -2.6488], [-0.0370, 1.0266, 1.0799], [0.5328, -0.1455, 0.2813], [-0.5010, -1.2270, -0.0150], [-1.3179, -0.8040, -1.1565], [-1.8995, -0.3915, -2.0522], [-0.7826, 1.5763, 0.4993], [0.7425, 1.7382, 1.3519], [-0.5230, 0.6689, 1.9854], [1.3873, -0.5826, 0.8023], [0.8872, 0.2185, -0.6943], [-1.1551, -1.3803, 0.8435], [-0.0371, -2.1774, -0.2768]],
  "total_charge": 1,
  "de_lowest_kcal_mol": 19.5
}

(4)
{
  "formula": "C4H7NS",
  "method": "the ωB97M-V functional and the def2-TZVPD basis",
  "species": ["C", "C", "C", "C", "H", "H", "H", "H", "H", "H", "H", "N", "S"],
  "coordinates": [[0.0669, 0.9444, 1.9835], [-0.4067, 0.1935, 0.7056], [0.2133, -0.1841, -1.7154], [-0.3156, -1.4699, -1.8803], [-0.0840, 0.3217, 3.0436], [1.3323, 1.4594, 1.8978], [-0.8313, 1.7781, 2.1466], [1.1896, 1.1908, -0.4613], [0.7369, 0.3409, -2.5003], [-0.0315, -2.1169, -2.7425], [-0.8367, -1.7631, -0.9882], [0.1986, 0.5636, -0.4538], [-1.2317, -1.2584, 0.9647]],
  "total_charge": 0,
  "de_lowest_kcal_mol": 85.7
}

(5)
{
  "formula": "C4H7NS",
  "method": "the ωB97M-V functional and the def2-TZVPD basis",
  "species": ["C", "C", "C", "C", "N", "S", "H", "H", "H", "H", "H", "H", "H"],
  "coordinates": [[-0.5586, -0.2362, -0.3199], [-1.6230, -0.5481, 0.1802], [2.1736, 0.7204, -0.6177], [-3.0357, -0.7921, 0.4429], [2.0662, 0.1430, 0.6260], [3.6122, 1.2622, -1.1013], [0.3044, 0.2596, -0.6766], [3.2950, 1.7100, -2.3421], [-3.2144, -0.9006, 1.5170], [-3.6958, 0.0971, 0.3089], [-3.3882, -1.5080, -0.1477], [1.1486, -0.2834, 0.9250], [2.9157, 0.0760, 1.2053]],
  "total_charge": 0,
  "de_lowest_kcal_mol": 104.2
}

(6)
{
  "formula": "C4H7NS",
  "method": "the ωB97M-V functional and the def2-TZVPD basis",
  "species": ["C", "C", "C", "C", "H", "H", "H", "H", "H", "H", "H", "N", "S"],
  "coordinates": [[-2.1724, -0.4970, 0.0140], [-0.8399, 0.2687, -0.0075], [1.6137, -0.2407, 0.0043], [2.2514, 0.8967, 0.0084], [-2.7656, -0.2318, -0.8622], [-1.9747, -1.5771, -0.0098], [-2.7790, -0.1808, 0.8713], [0.0204, -1.5265, -0.0131], [2.1709, -1.1821, -0.0057], [3.3133, 0.9689, -0.0553], [1.7783, 1.9230, 0.0717], [0.2299, -0.5372, -0.0089], [-0.8464, 1.9158, -0.0072]],
  "total_charge": 0,
  "de_lowest_kcal_mol": 20.3
}